{
  "formula": "C23H49AuN3P4S",
  "method": "the ωB97M-V functional and the def2-TZVPD basis",
  "species": ["Au", "P", "P", "P", "H", "C", "C", "H", "C", "C", "C", "C", "C", "C", "C", "C", "C", "H", "H", "H", "H", "H", "H", "H", "H", "H", "H", "H", "H", "H", "H", "H", "H", "H", "H", "H", "H", "H", "H", "H", "H", "H", "H", "H", "H", "H", "C", "C", "C", "C", "C", "C", "S", "H", "H", "H", "H", "H", "H", "C", "N", "C", "N", "C", "N", "C", "P", "C", "C", "H", "H", "H", "H", "H", "H", "H", "H", "H", "H", "H", "H"],
  "positions_angstrom": [[1.096, -0.216, -2.602], [-1.517, 1.134, 0.617], [-0.530, -1.896, -2.447], [-0.029, 1.670, -3.731], [3.345, 0.545, 1.402], [3.475, 1.634, 1.390], [2.451, 2.405, 1.655], [1.470, 1.958, 1.872], [-1.786, 1.183, 2.454], [-3.296, 1.139, 0.122], [-1.150, 2.932, 0.360], [0.155, -3.497, -2.990], [-1.109, -2.213, -0.746], [-2.049, -1.754, -3.422], [0.748, 3.247, -3.276], [-1.783, 1.973, -3.541], [0.220, 1.561, -5.527], [4.460, 2.017, 1.089], [2.545, 3.519, 1.640], [-0.824, 1.278, 2.969], [-2.281, 0.280, 2.829], [-2.407, 2.059, 2.664], [-3.705, 0.127, 0.218], [-3.405, 1.464, -0.919], [-3.853, 1.816, 0.779], [-0.094, 3.140, 0.556], [-1.771, 3.466, 1.083], [-1.389, 3.275, -0.652], [-0.664, -4.217, -3.092], [0.874, -3.825, -2.231], [0.670, -3.378, -3.949], [-2.055, -2.772, -0.784], [-1.266, -1.277, -0.191], [-0.370, -2.811, -0.193], [-2.403, -2.782, -3.558], [-1.904, -1.299, -4.410], [-2.803, -1.178, -2.875], [0.804, 3.786, -4.216], [1.731, 3.049, -2.862], [0.126, 3.788, -2.562], [-2.112, 2.599, -4.373], [-1.951, 2.491, -2.597], [-2.301, 1.015, -3.564], [0.494, 2.579, -5.811], [-0.734, 1.276, -5.986], [1.009, 0.844, -5.788], [3.982, 1.129, -2.649], [4.343, 0.434, -3.850], [5.325, 0.993, -4.690], [5.979, 2.183, -4.369], [5.616, 2.848, -3.200], [4.665, 2.329, -2.359], [2.802, 0.712, -1.459], [1.599, -1.782, -3.090], [3.849, -0.500, -4.109], [5.562, 0.505, -5.635], [6.731, 2.573, -5.026], [6.056, 3.811, -2.888], [4.441, 2.814, -1.400], [0.947, -2.623, 5.317], [0.133, -3.365, 4.328], [0.988, -4.388, 3.669], [2.172, -3.795, 3.027], [2.949, -3.039, 4.047], [2.142, -1.991, 4.695], [1.783, -0.898, 3.803], [0.741, -1.486, 2.353], [-0.513, -2.483, 3.367], [1.823, -2.952, 1.890], [1.306, -3.321, 6.072], [0.320, -1.842, 5.782], [0.400, -4.940, 2.920], [1.340, -5.084, 4.456], [3.826, -2.585, 3.555], [3.265, -3.734, 4.835], [1.205, -0.160, 4.378], [2.684, -0.406, 3.420], [-1.140, -3.056, 2.674], [-1.168, -1.782, 3.915], [2.752, -2.565, 1.439], [1.307, -3.559, 1.134]],
  "lowdin_spin": [0.0457, 0.0605, -0.0061, 0.0232, 0.0040, 0.0052, 0.0003, 0.0006, 0.0012, 0.0128, 0.0105, 0.0018, 0.0027, -0.0010, 0.0026, 0.0043, 0.0033, 0.0000, 0.0000, 0.0014, 0.0000, -0.0004, 0.0001, 0.0000, 0.0025, 0.0002, 0.0018, 0.0000, 0.0001, 0.0004, 0.0007, -0.0004, 0.0021, 0.0026, -0.0003, -0.0001, 0.0000, 0.0000, 0.0026, 0.0001, 0.0010, 0.0000, 0.0002, 0.0005, 0.0001, 0.0003, 0.1055, 0.0777, 0.0122, 0.1408, -0.0012, 0.0886, 0.4673, 0.0166, 0.0017, -0.0013, 0.0065, -0.0020, 0.0019, 0.0161, 0.1236, 0.0169, 0.0832, 0.0116, 0.0778, 0.0433, 0.4241, 0.0450, 0.0456, 0.0046, -0.0006, -0.0006, 0.0051, -0.0006, 0.0042, -0.0003, 0.0001, -0.0002, -0.0003, 0.0001, -0.0003],
  "total_charge": 3,
  "multiplicity": 3,
  "gap_ev": [6.32, 4.65]
}

{
  "formula": "C23H49BBrINiO2SSi4Te",
  "method": "the ωB97M-V functional and the def2-TZVPD basis",
  "species": ["Ni", "Br", "C", "C", "C", "C", "C", "C", "I", "H", "H", "H", "H", "C", "S", "C", "H", "H", "H", "H", "H", "H", "C", "C", "C", "O", "B", "O", "C", "C", "C", "H", "H", "H", "H", "H", "H", "H", "H", "H", "H", "H", "H", "C", "Si", "C", "C", "Si", "Te", "Si", "C", "C", "C", "Si", "C", "C", "C", "H", "H", "H", "H", "H", "H", "H", "H", "H", "H", "H", "H", "H", "H", "H", "H", "H", "H", "H", "H", "H", "H", "H", "H", "H", "H", "H"],
  "positions_angstrom": [[-0.411, -0.017, 0.000], [-1.731, 4.867, -0.713], [-0.564, 4.541, -2.162], [0.044, 5.639, -2.759], [0.905, 5.457, -3.830], [1.159, 4.179, -4.308], [0.548, 3.088, -3.710], [-0.316, 3.261, -2.631], [-1.279, 1.523, -1.878], [-0.165, 6.630, -2.382], [1.373, 6.317, -4.290], [1.827, 4.030, -5.145], [0.740, 2.090, -4.081], [0.476, -2.322, 2.088], [1.138, -1.701, 0.531], [0.850, -3.138, -0.510], [-0.507, -2.755, 1.908], [0.360, -1.477, 2.761], [1.162, -3.059, 2.502], [1.335, -4.001, -0.058], [1.291, -2.943, -1.485], [-0.222, -3.302, -0.617], [-3.163, 0.410, 4.486], [-2.007, 1.110, 3.798], [-0.921, 1.447, 4.808], [-1.430, 0.186, 2.841], [-1.120, 0.888, 1.688], [-1.542, 2.193, 1.757], [-2.419, 2.324, 2.901], [-2.193, 3.684, 3.529], [-3.833, 2.217, 2.357], [-2.781, -0.440, 5.054], [-3.889, 0.035, 3.767], [-3.670, 1.083, 5.182], [-0.587, 0.525, 5.285], [-1.286, 2.123, 5.583], [-0.061, 1.908, 4.320], [-1.145, 3.842, 3.778], [-2.792, 3.797, 4.436], [-2.494, 4.461, 2.826], [-3.979, 1.249, 1.873], [-3.977, 2.991, 1.601], [-4.585, 2.346, 3.138], [-5.231, 2.211, -1.051], [-5.547, 0.745, -2.156], [-4.717, 0.994, -3.808], [-7.389, 0.596, -2.458], [-4.850, -1.226, -1.169], [-2.482, -1.267, -0.391], [-6.191, -1.748, 0.660], [-5.269, -2.834, 1.862], [-7.707, -2.644, 0.031], [-6.790, -0.209, 1.529], [-4.845, -2.990, -2.687], [-4.441, -4.547, -1.733], [-6.495, -3.200, -3.536], [-3.530, -2.719, -3.980], [-5.548, 3.131, -1.552], [-4.170, 2.305, -0.807], [-5.781, 2.125, -0.111], [-5.002, 1.963, -4.230], [-5.014, 0.215, -4.516], [-3.631, 0.965, -3.721], [-7.757, 1.469, -3.007], [-7.944, 0.531, -1.518], [-7.627, -0.296, -3.046], [-5.317, -3.882, 1.553], [-5.691, -2.751, 2.868], [-4.214, -2.553, 1.908], [-7.456, -3.623, -0.385], [-8.207, -2.066, -0.751], [-8.420, -2.795, 0.848], [-5.993, 0.507, 1.730], [-7.249, -0.484, 2.483], [-7.547, 0.298, 0.924], [-5.284, -4.858, -1.109], [-3.585, -4.375, -1.074], [-4.194, -5.370, -2.410], [-7.316, -3.289, -2.822], [-6.477, -4.107, -4.147], [-6.715, -2.355, -4.194], [-2.581, -2.456, -3.507], [-3.797, -1.910, -4.663], [-3.384, -3.631, -4.566]],
  "lowdin_spin": [1.3285, 0.0016, 0.0025, 0.0003, 0.0010, 0.0005, 0.0033, 0.0192, 0.0583, 0.0001, 0.0001, 0.0001, 0.0003, 0.0018, 0.0654, 0.0163, -0.0002, 0.0016, -0.0005, 0.0023, -0.0001, 0.0015, 0.0010, 0.0084, 0.0007, 0.0359, 0.1883, 0.0377, 0.0106, 0.0008, 0.0013, 0.0001, 0.0000, 0.0005, 0.0000, 0.0002, 0.0004, 0.0001, 0.0005, 0.0000, 0.0006, 0.0000, 0.0003, 0.0003, 0.0006, 0.0010, -0.0004, 0.0353, 0.1366, 0.0018, 0.0006, 0.0008, 0.0000, 0.0142, 0.0028, 0.0050, 0.0021, 0.0000, 0.0002, 0.0000, 0.0000, 0.0000, 0.0013, -0.0001, 0.0000, 0.0000, 0.0000, 0.0000, 0.0005, 0.0000, 0.0000, 0.0001, 0.0000, 0.0000, 0.0000, 0.0002, 0.0025, 0.0000, 0.0000, 0.0010, 0.0000, 0.0020, 0.0001, 0.0000],
  "e_above_lowest_ev": 0.272,
  "multiplicity": 3,
  "gap_ev": [6.82, 6.55]
}

{
  "formula": "C23H49BN5O7",
  "method": "the ωB97M-V functional and the def2-TZVPD basis",
  "species": ["C", "C", "C", "C", "C", "C", "C", "C", "C", "C", "N", "C", "N", "C", "C", "O", "C", "N", "N", "C", "O", "N", "O", "C", "C", "B", "O", "O", "H", "H", "H", "H", "H", "H", "H", "H", "H", "H", "H", "H", "H", "H", "H", "H", "H", "H", "H", "H", "H", "H", "H", "H", "H", "H", "H", "H", "H", "H", "H", "H", "H", "H", "H", "H", "H", "C", "C", "O", "C", "H", "H", "H", "H", "H", "H", "C", "C", "O", "C", "H", "H", "H", "H", "H", "H"],
  "positions_angstrom": [[3.739, 0.965, 2.106], [3.870, 0.201, 0.767], [3.141, 0.909, -0.371], [2.792, 0.012, -1.559], [1.933, -1.203, -1.164], [0.945, -1.560, -2.272], [-0.097, -2.645, -1.944], [-0.617, -2.710, -0.499], [-1.781, -1.767, -0.163], [-1.424, -0.337, -0.490], [-2.526, 0.677, -0.202], [-1.864, 1.883, -0.351], [-1.545, 2.354, -1.520], [-0.833, 3.612, -1.727], [-1.805, 4.782, -1.885], [-2.564, 4.563, -3.059], [-1.026, 6.111, -1.967], [-0.887, 6.582, -3.346], [-1.563, 2.519, 0.841], [-1.895, 1.542, 1.906], [-0.761, 0.767, 2.242], [-0.423, 0.947, 3.627], [0.494, 0.313, 3.908], [-3.016, 0.806, 1.205], [-3.729, -0.370, 1.867], [-4.224, 1.907, 1.158], [-5.091, 1.817, 0.111], [-4.410, 2.804, 2.192], [4.704, 1.147, 2.572], [3.312, 1.950, 1.909], [3.078, 0.452, 2.799], [4.928, 0.109, 0.530], [3.493, -0.811, 0.907], [2.243, 1.418, -0.002], [3.805, 1.698, -0.736], [3.696, -0.293, -2.082], [2.213, 0.626, -2.257], [2.590, -2.040, -0.930], [1.396, -0.910, -0.260], [1.533, -1.920, -3.119], [0.485, -0.632, -2.615], [-0.968, -2.487, -2.588], [0.288, -3.627, -2.210], [0.169, -2.592, 0.243], [-1.017, -3.714, -0.352], [-1.911, -1.842, 0.913], [-2.712, -2.086, -0.625], [-0.492, -0.051, 0.000], [-1.238, -0.270, -1.560], [-1.810, 1.820, -2.333], [-0.222, 3.542, -2.624], [-0.148, 3.815, -0.906], [-2.458, 4.813, -1.008], [-3.414, 4.185, -2.831], [-1.526, 6.877, -1.383], [-0.035, 5.933, -1.529], [-0.265, 5.977, -3.866], [-0.467, 7.501, -3.322], [-0.574, 2.764, 0.851], [-2.214, 2.036, 2.821], [-4.418, 0.010, 2.623], [-4.320, -0.887, 1.115], [-3.062, -1.084, 2.341], [-5.513, 2.657, -0.091], [-4.206, 3.709, 1.957], [-3.193, -5.537, 3.159], [-3.886, -4.566, 2.239], [-3.275, -3.939, 1.401], [-5.377, -4.413, 2.406], [-2.128, -5.555, 2.937], [-3.338, -5.237, 4.198], [-3.605, -6.538, 3.025], [-5.607, -4.070, 3.417], [-5.871, -5.371, 2.244], [-5.755, -3.691, 1.687], [8.225, -2.382, -1.674], [6.849, -2.047, -1.159], [6.110, -1.295, -1.754], [6.425, -2.691, 0.140], [8.402, -1.856, -2.609], [8.980, -2.085, -0.945], [8.309, -3.457, -1.845], [7.104, -2.403, 0.944], [6.432, -3.778, 0.042], [5.418, -2.361, 0.382]],
  "mulliken_charge": [-1.3096, 0.1737, -0.7498, -0.9577, -0.1560, -0.9598, -1.1011, -0.9794, -0.4602, -0.2553, -0.0503, -0.2126, 0.1700, -0.9818, 0.3307, -0.5463, -0.7369, -0.5509, -0.1654, -0.6664, -0.1465, 0.0854, -0.2474, 1.4799, -2.2713, 0.5959, -0.5876, -0.6411, 0.3588, 0.3319, 0.1929, 0.2806, 0.1518, 0.0472, 0.4778, 0.3598, 0.4011, 0.4292, 0.3385, 0.5846, 0.3247, 0.3155, 0.4481, 0.5169, 0.4911, -0.2514, 0.2954, -0.0403, 0.5689, 0.4032, 0.4872, 0.3368, 0.1784, 0.3645, 0.4136, 0.3165, 0.2118, 0.2442, 0.3894, 0.8499, 0.5098, 0.4914, 0.4422, 0.3004, 0.3301, -1.2061, 0.8516, -0.4701, -1.2041, 0.3026, 0.3493, 0.3596, 0.3424, 0.4052, 0.2692, -1.1956, 0.8203, -0.4917, -0.8564, 0.3215, 0.3235, 0.3310, 0.3298, 0.4065, 0.0164],
  "e_above_lowest_ev": 0.134,
  "total_charge": 1,
  "multiplicity": 1,
  "gap_ev": 8.54
}